1.
Molecular formula: C43H68MnN4O7SSbSi3
Method: DFT, wB97M-V/def2-TZVPD

Structure (ORCA input):
```
! RIJCOSX wB97M-V def2-TZVPD def2/J DEFGRID3
* xyz 1 6
Sb 0.462 -3.299 -0.386
Mn -0.446 0.335 -0.114
S 3.509 0.262 7.115
Si -3.390 -0.326 1.709
Si -2.629 2.280 0.238
Si -3.312 -0.288 -1.331
O 4.531 0.901 7.900
O 0.020 -0.522 2.030
O 3.849 -0.869 6.278
O 1.725 -0.452 -0.009
O 2.162 5.372 3.068
O 0.988 2.008 -1.007
O 2.908 4.553 4.919
N -0.690 -0.133 -2.287
N 2.645 1.552 1.621
N 3.326 2.073 3.660
N 2.611 4.476 3.743
C -0.807 -6.122 0.206
C -2.292 -0.126 -4.049
C -0.582 -4.736 -3.199
C 2.815 1.486 6.018
C 2.366 2.873 1.844
C 0.350 -5.450 -0.205
C -2.103 -5.397 0.495
C 0.407 -8.220 0.108
C 0.648 -3.885 -3.420
C 2.779 3.205 3.088
C -4.878 0.493 -1.995
C 1.550 -7.552 -0.315
C 1.298 -3.210 -2.371
C 2.865 -2.247 -3.973
C 3.007 -3.480 3.205
C 0.536 -3.608 2.892
C -5.255 -0.429 1.628
C 1.929 -3.443 2.312
C -1.281 -0.080 -4.995
C -1.982 -0.144 -2.691
C 3.900 1.870 4.997
C 1.517 -6.174 -0.467
C 2.184 -3.316 0.938
C -2.167 2.981 -1.453
C 0.038 -0.053 -4.564
C 2.250 -2.950 -4.997
C 2.381 -2.378 -2.676
C 3.672 -0.299 2.968
C 1.151 -3.751 -4.715
C -2.655 0.435 0.205
C -1.266 2.857 1.437
C -0.756 -7.509 0.358
C 4.316 -3.411 2.765
C 1.169 -1.151 7.511
C 3.513 -3.268 0.503
C -3.568 -2.141 -1.273
C -4.211 3.118 0.762
C 2.150 -0.182 8.169
C 0.284 -0.077 -3.208
C -2.954 0.598 3.283
C -2.780 -2.106 1.934
C 3.219 1.103 2.739
C 4.571 -3.316 1.402
H 4.637 1.079 4.902
H 0.865 -0.016 -5.262
H -0.255 -3.550 2.144
H 5.591 -3.293 1.035
H 1.876 3.527 1.141
H 2.187 -0.346 -0.850
H 1.686 0.764 8.459
H 0.461 -1.521 8.252
H 1.702 -1.998 7.084
H -1.023 -5.032 -4.151
H -5.583 -0.968 0.732
H 0.693 2.896 -1.251
H -2.142 -5.055 1.534
H 2.869 -1.809 -1.893
H -5.639 -0.971 2.500
H 2.463 -8.099 -0.520
H 2.803 -3.579 4.269
H -4.685 1.444 -2.503
H -0.717 -1.043 2.382
H 1.303 -0.065 -2.846
H -5.567 0.691 -1.166
H -5.031 2.864 0.082
H 2.412 -5.660 -0.805
H -1.635 2.827 2.467
H -0.342 -5.645 -2.641
H 4.723 -0.340 3.263
H -1.888 0.543 3.535
H 1.960 1.008 5.535
H 0.446 -4.585 3.371
H -1.514 -0.064 -6.053
H 3.107 -0.773 3.775
H -5.724 0.562 1.615
H -4.093 4.208 0.757
H -3.333 -0.147 -4.355
H -2.227 -4.522 -0.144
H 0.776 -1.127 1.968
H 2.643 -0.611 9.044
H -1.315 2.472 -1.915
H -1.935 4.051 -1.377
H 2.115 0.231 0.610
H -1.876 -2.305 1.349
H -3.542 -2.810 1.578
H 0.335 -2.857 3.663
H 1.846 2.101 -0.571
H -2.960 -6.053 0.334
H 0.597 -0.666 6.716
H 3.744 -3.234 -0.549
H 5.132 -3.454 3.477
H 3.712 -1.602 -4.176
H -2.649 -2.639 -0.947
H 0.665 -4.291 -5.520
H 2.493 2.348 6.601
H -2.590 -2.355 2.989
H -1.650 -8.037 0.674
H -3.523 0.179 4.120
H 4.403 2.771 5.313
H -1.347 -4.191 -2.631
H -3.219 1.658 3.212
H 3.549 -0.887 2.057
H -3.822 -2.504 -2.275
H -0.956 3.888 1.227
H -4.377 -2.436 -0.594
H -5.391 -0.169 -2.701
H 2.614 -2.869 -6.014
H -3.001 2.878 -2.157
H -0.362 2.239 1.433
H 0.422 -9.296 0.239
H -4.508 2.819 1.772
*
```

Results
<S²> = 8.75
Energy above the lowest of the compared OMol25 structures with the same formula, charge and spin = 0.5660 eV
HOMO level (alpha / beta) = -10.19 / -10.57 eV
HOMO-LUMO gap (alpha / beta) = 0.2702 / 0.2845 hartree
E_LUMO (alpha / beta) = -2.8 / -2.8 eV

2.
Molecular formula: C43H69FO20
Method: DFT, wB97M-V/def2-TZVPD

Structure (ORCA input):
```
! RIJCOSX wB97M-V def2-TZVPD def2/J DEFGRID3
* xyz 0 1
F -5.747 4.920 -2.773
O 2.374 -12.599 8.718
O 1.461 4.000 -5.039
O 3.322 -3.826 -1.611
O 1.066 4.244 -7.258
O -0.430 4.847 -5.668
O -7.054 11.765 -3.886
O 2.998 -5.897 -0.751
O 4.672 3.087 -1.466
O 5.027 -5.174 -0.973
O -5.831 9.879 -4.181
O -1.172 1.108 5.494
O 2.824 -10.818 7.572
O 0.899 -9.129 4.408
O -3.215 1.339 -1.581
O -5.336 11.630 -5.355
O -3.564 5.488 1.377
O 0.234 -8.205 2.448
O 1.151 -10.728 9.095
O -1.546 -0.580 4.078
O -0.632 -7.600 4.451
C -3.965 6.224 -3.935
C -0.941 1.414 0.602
C 3.100 -9.163 3.373
C -0.762 0.231 4.470
C -6.642 9.200 -3.212
C -3.593 3.719 -3.203
C 0.835 0.579 2.414
C 3.267 2.919 -1.249
C -2.050 3.632 1.024
C -3.362 4.831 -0.919
C 5.188 4.191 -0.722
C -3.038 4.738 0.585
C 2.520 -9.468 7.213
C 1.159 -6.011 -2.335
C -0.702 0.139 -0.249
C 1.580 -5.740 -0.904
C -0.195 1.635 1.855
C 0.169 -8.307 3.646
C 1.596 -13.305 9.693
C -7.944 8.734 -3.832
C 2.763 3.469 -5.322
C -1.902 2.422 0.188
C -4.630 4.820 -3.637
C 0.734 4.347 -6.106
C 1.845 -9.947 3.703
C -6.161 11.154 -4.415
C 5.937 -4.174 -1.427
C 1.376 1.133 -1.574
C -1.292 5.325 -6.702
C 3.751 4.580 -5.613
C -1.425 -6.625 3.773
C 0.277 -13.764 9.104
C -0.373 2.833 2.682
C -5.621 12.970 -5.754
C -1.306 3.857 2.241
C -3.249 3.715 -1.685
C 0.782 -0.067 -0.731
C 0.706 0.376 3.974
C 3.738 -4.860 -1.152
C 2.913 1.384 -1.240
C -2.799 2.347 -1.060
C 2.031 -11.321 8.525
C 5.348 3.879 0.826
H 1.513 -0.301 0.079
H 1.523 -6.986 -2.663
H -1.983 -7.071 2.950
H 1.113 -6.468 -0.241
H 2.717 2.747 -6.140
H -6.069 8.335 -2.877
H 0.219 2.950 3.615
H 5.679 2.827 1.014
H -8.559 9.582 -4.137
H -6.555 13.001 -6.316
H 1.578 -5.267 -3.015
H -1.455 4.567 -7.467
H 2.928 3.328 -0.254
H 6.097 4.553 1.305
H -6.817 9.830 -2.338
H -7.751 8.141 -4.729
H -4.295 6.638 -4.916
H -2.850 6.198 -3.810
H -0.267 -14.385 9.817
H -5.049 4.469 -4.622
H 0.643 -0.401 1.922
H 4.601 5.141 -0.855
H 3.565 0.910 -2.025
H 0.768 2.071 -1.536
H -3.707 5.812 -1.313
H 2.095 -10.774 4.369
H -4.812 13.301 -6.403
H -2.251 5.567 -6.246
H 5.924 -4.125 -2.516
H 2.885 -8.355 2.672
H -4.058 2.730 -3.469
H 2.494 -8.821 8.090
H 4.335 4.015 1.291
H 5.702 -3.200 -0.997
H 4.759 4.179 -5.729
H 3.077 2.925 -4.430
H 0.773 -0.974 -1.400
H 3.751 5.314 -4.804
H -2.135 -6.218 4.492
H 1.571 -9.430 6.680
H -5.670 13.637 -4.893
H -4.349 6.928 -3.147
H 3.484 5.113 -6.528
H -1.363 0.038 -1.139
H 6.221 4.384 -1.108
H -0.352 -12.913 8.839
H 6.935 -4.463 -1.103
H 1.262 -4.750 -0.571
H -8.514 8.131 -3.124
H 2.186 -14.173 9.990
H 2.661 3.457 -2.029
H 3.307 -9.115 6.548
H 3.854 -9.814 2.927
H 1.393 -10.377 2.808
H 1.235 1.166 4.571
H -1.544 1.915 5.096
H 0.444 -14.336 8.189
H 0.072 -5.988 -2.427
H 1.875 0.969 2.225
H 1.378 0.791 -2.648
H -0.878 6.232 -7.144
H 1.447 -12.695 10.585
H -0.791 -5.814 3.412
H -0.949 -0.738 0.420
H -1.485 4.790 2.812
H -2.682 3.830 -3.844
H 3.514 -8.704 4.272
H 3.219 0.943 -0.257
H 1.230 -0.594 4.207
*
```

Results
HOMO level = -9.41 eV
HOMO-LUMO gap = 0.3103 hartree
E_LUMO = -1.0 eV
SMILES = CCOCCCCCc1c(CCC(=O)O)ccc2c1C(=O)C(C[C@H](C)F)=CC2=O.CCOC(=O)OC.CCOC(=O)OC.CCOC(=O)OC.CCOC(=O)OC.CCOC(=O)OC

3.
Molecular formula: C43H69N19O4S
Method: DFT, wB97M-V/def2-TZVPD

Structure (ORCA input):
```
! RIJCOSX wB97M-V def2-TZVPD def2/J DEFGRID3
* xyz 0 1
S 0.071 0.797 0.242
O -4.497 -3.356 2.560
O 1.339 1.035 0.914
O -0.413 2.098 -0.198
O 0.238 -0.116 -1.114
N 3.812 -7.975 -1.429
N -0.978 -0.281 4.274
N 2.582 -3.124 2.059
N -4.744 3.386 1.153
N 2.243 -11.621 -3.308
N -0.696 -6.924 -4.601
N -1.417 -6.564 0.955
N -2.958 -4.751 4.147
N -7.790 -3.445 9.762
N 4.644 1.618 -3.783
N 0.877 10.460 -7.947
N 6.505 -1.794 3.730
N -4.841 -2.110 5.762
N -6.189 -4.130 2.716
N 5.142 7.564 -1.255
N 4.222 10.801 -4.655
N 2.866 5.813 -6.913
N -4.417 12.852 -6.817
N 7.886 6.017 -5.120
C -10.034 -4.247 8.664
C 4.861 11.418 -2.189
C -3.037 -3.211 2.263
C 3.754 1.918 -3.120
C -6.837 -1.370 7.295
C -1.215 -1.932 -0.223
C 7.325 5.351 -4.371
C -4.016 4.052 0.565
C -1.171 0.140 1.379
C -3.799 -7.351 1.715
C -1.850 0.042 4.951
C 4.837 -11.469 -2.961
C 6.596 4.493 -3.420
C 0.210 -7.553 -4.277
C 2.923 6.863 -2.472
C 2.985 9.101 -7.181
C -1.370 -1.454 1.259
C 4.503 11.073 -3.575
C 4.305 -1.645 0.731
C -5.715 -1.786 6.434
C -3.081 4.907 -0.188
C 3.731 -7.228 -0.561
C 3.380 -11.557 -3.158
C 0.211 -1.523 -0.769
C 3.969 5.549 -7.102
C -1.897 12.262 -7.248
C -2.328 -3.504 3.638
C -7.242 -4.426 3.104
C 5.379 5.198 -7.359
C -2.461 -6.913 1.285
C 1.801 9.864 -7.611
C -8.575 -4.806 3.619
C -3.314 12.593 -7.005
C 5.923 -2.460 4.464
C 1.373 -8.359 -3.860
C 2.613 2.303 -2.269
C 3.333 -2.476 1.478
C -2.811 -1.726 1.842
C 3.623 -6.267 0.552
C 5.175 -3.314 5.402
C 4.170 7.258 -1.787
C -8.772 -3.796 9.280
C -2.966 0.460 5.816
H 5.000 -4.291 4.954
H -2.865 -1.119 2.779
H -10.843 -4.183 9.390
H 6.424 3.512 -3.861
H -4.311 -7.842 0.888
H 7.176 4.376 -2.506
H 2.597 -5.911 0.636
H -9.146 -5.301 2.834
H 5.347 -11.575 -3.918
H 5.613 4.239 -6.900
H 4.216 -2.854 5.636
H -3.228 4.765 -1.258
H 2.724 8.050 -7.057
H -4.382 -6.487 2.036
H -2.144 0.567 1.033
H -3.710 -8.050 2.545
H -10.274 -3.617 7.808
H 5.744 -3.440 6.322
H -3.583 -1.310 1.155
H -1.242 -3.698 3.499
H -2.519 -2.666 4.346
H 5.168 -12.260 -2.290
H 3.911 -6.748 1.486
H 4.753 12.490 -2.030
H -2.702 -3.956 1.511
H 2.973 2.728 -1.333
H 0.487 -2.104 -1.673
H -1.258 13.038 -6.830
H -2.311 -5.224 4.778
H -3.568 -0.408 6.095
H -2.055 4.645 0.068
H -2.017 -1.429 -0.816
H -9.114 -3.917 3.944
H -8.468 -5.487 4.464
H 4.159 -0.594 0.974
H -9.934 -5.279 8.331
H -0.995 0.429 2.448
H -1.256 -3.036 -0.355
H -1.652 11.311 -6.779
H -4.908 -2.510 2.322
H 5.637 4.947 -3.176
H 6.035 5.961 -6.941
H 1.003 -1.708 0.011
H 2.000 3.043 -2.783
H 5.894 11.133 -1.994
H 1.751 -7.998 -2.906
H 3.351 9.494 -6.232
H 5.321 -1.934 0.998
H 2.726 7.543 -3.300
H 5.551 5.130 -8.433
H 2.003 1.428 -2.049
H -3.254 5.954 0.059
H -3.795 -4.514 4.674
H -7.470 -0.662 6.761
H 4.210 10.887 -1.496
H -6.455 -0.896 8.198
H -0.639 -1.980 1.918
H 2.162 -8.285 -4.607
H 3.773 9.186 -7.929
H 4.280 -5.418 0.372
H 4.165 -1.784 -0.341
H 5.091 -10.502 -2.526
H 2.089 6.901 -1.772
H 1.082 -9.403 -3.754
H -2.576 0.930 6.719
H 3.018 5.850 -2.859
H -3.595 1.175 5.286
H -1.710 12.186 -8.317
H -7.429 -2.237 7.576
*
```

Results
HOMO level = -8.58 eV
HOMO-LUMO gap = 0.3067 hartree
E_LUMO = -0.2 eV